{"formula": "C11H16ClCrO2Tb", "method": "ωB97M-V with the def2-TZVPD basis set", "symbols": ["Tb", "Cr", "Cl", "O", "O", "C", "C", "C", "C", "C", "C", "C", "C", "C", "C", "C", "H", "H", "H", "H", "H", "H", "H", "H", "H", "H", "H", "H", "H", "H", "H", "H"], "xyz": [[-0.438, -0.404, -1.217], [0.119, -0.201, -3.896], [0.633, -1.586, -2.555], [-0.108, 0.676, 0.738], [0.974, -1.231, 1.277], [0.577, 0.338, 3.065], [0.032, 1.868, 4.874], [0.523, -0.051, 1.640], [0.016, 1.546, 3.512], [-1.044, 0.662, -2.770], [1.166, -0.211, 5.367], [-1.959, -1.323, -0.150], [1.155, -0.536, 4.009], [1.815, 0.760, -4.230], [0.604, 0.990, 5.800], [-0.842, -1.315, -5.217], [-0.408, 2.796, 5.215], [-1.918, -1.423, -4.968], [-2.113, 0.621, -3.075], [-0.788, -0.870, -6.235], [2.697, 0.096, -4.114], [-0.444, 2.231, 2.814], [-0.717, 1.705, -2.565], [-1.954, -2.421, -0.321], [1.603, -0.895, 6.083], [0.607, 1.237, 6.854], [-2.934, -0.906, -0.483], [-0.414, -2.337, -5.288], [1.849, 1.169, -5.263], [1.951, 1.616, -3.537], [-1.826, -1.119, 0.935], [1.585, -1.482, 3.700]], "forces_ev_per_a": [[-0.8, 5.2, 11.9], [0.4, 2.4, -5.9], [7.6, -10.6, -3.9], [1.9, 0.4, 3.2], [-0.8, 3.6, 1.4], [0.1, 0.3, 1.0], [0.2, -0.5, -0.2], [-0.4, -3.2, -4.1], [0.2, -0.3, 0.5], [-3.8, 4.5, -3.6], [-0.2, 0.3, -0.5], [-3.7, -2.4, 2.0], [-0.2, 0.4, 0.2], [1.6, 1.2, 0.4], [-0.1, 0.0, -0.4], [-1.6, -1.2, -1.2], [0.0, 0.0, 0.0], [0.3, -0.1, -0.3], [0.3, 0.2, 0.0], [-0.1, -0.1, 0.3], [-0.3, 0.3, 0.0], [0.0, -0.1, -0.2], [-0.2, -0.1, 0.0], [-0.3, 0.3, 0.2], [0.0, 0.0, 0.0], [0.0, 0.0, 0.0], [0.1, -0.3, 0.2], [-0.2, 0.4, 0.0], [-0.1, -0.1, 0.3], [0.2, -0.2, -0.3], [-0.1, -0.2, -0.7], [-0.1, 0.2, -0.3]], "spin_multiplicity": 10, "charge": -1, "homo_energy_ev": [-2.99, -3.64], "s2": 25.02, "e_tot_ha": -2908.064602}